A | CH3NOS | wB97M-V/def2-TZVPD

Cartesian coordinates (Å):
1 C 0.6118 0.2930 0.6831
2 N -0.6418 -0.4752 -0.7178
3 O -0.5965 -1.6707 -0.7615
4 S -1.4089 0.6283 -1.5884
5 H 0.3501 0.0084 1.7015
6 H 0.1252 1.2441 0.3100
7 H 1.5600 -0.0278 0.3729

Output
LUMO level: -0.4 eV
multiplicity: 1
Kohn-Sham gap: 0.3211 Eh

***

B | CH3NOS | wB97M-V/def2-TZVPD

Cartesian coordinates (Å):
1 C 1.5487 0.5311 0.1381
2 N -0.1646 -1.0672 0.0381
3 O 3.9949 0.2492 0.0488
4 S 2.7322 -0.4881 -0.1008
5 H 0.7190 1.1577 0.2089
6 H -0.9917 -0.5775 0.1512
7 H -0.0028 -1.3384 -0.8873

Output
LUMO level (spin up / spin down): -1.5 / -1.5 eV
multiplicity: 1
Kohn-Sham gap (spin up / spin down): 0.3034 / 0.3031 Eh

***

Stability, descending: A, B

***

A | CH3NOS | wB97M-V/def2-TZVPD

Cartesian coordinates (Å):
1 C -0.4864 2.1776 0.2604
2 N 0.4172 1.4638 0.0897
3 O 1.2107 0.7033 -0.3397
4 H -1.1299 2.9297 0.4731
5 S -0.4882 -2.2850 -0.0152
6 H 0.1513 -3.4012 0.3568
7 H 0.3253 -1.5882 -0.8252

Output
LUMO level: 0.8 eV
multiplicity: 1
SMILES: C#[N+][O-].S
Kohn-Sham gap: 0.3780 Eh

***

B | CH3NOS | wB97M-V/def2-TZVPD

Cartesian coordinates (Å):
1 C 0.2046 -0.8198 -1.2973
2 N -0.3201 -0.0013 1.1094
3 O 0.0979 0.0679 -0.4137
4 S -0.4364 1.5554 1.4552
5 H -0.0155 -1.8663 -0.9914
6 H 0.0693 -0.4536 -2.3813
7 H 0.4002 1.5178 2.5192

Output
LUMO level (spin up / spin down): -0.6 / -0.6 eV
multiplicity: 1
Kohn-Sham gap (spin up / spin down): 0.2655 / 0.2657 Eh

***

Stability, descending: A, B